79
Properties=species:S:1:pos:R:3:mulliken_charge:R:1 method="wB97M-V/def2-TZVPD" max_force_ev_per_a=7.36 total_charge=-1 total_energy_ha=-2727.593295 lumo_ev=0.54 spin_multiplicity=1 homo_lumo_gap_ha=0.281 homo_ev=-7.1
Na 0.729 1.331 3.094 0.92
S -0.533 0.106 0.058 0.89
O -0.483 0.816 1.388 -0.92
O 0.603 0.549 -0.748 -1.29
O -0.503 -1.385 0.086 0.16
O -1.870 0.469 -0.410 -0.53
C 4.565 1.190 2.413 -1.56
C 3.607 0.767 1.318 0.03
C 2.840 -0.579 1.651 0.48
O 2.235 -0.566 2.941 -0.59
C 1.500 -1.750 3.103 -0.56
N 2.762 1.887 0.934 -0.49
H 5.151 2.033 2.044 0.43
H 5.367 0.486 2.636 0.37
H 4.033 1.448 3.329 0.24
H 4.219 0.583 0.435 0.39
H 3.576 -1.381 1.597 0.68
H 2.235 -0.801 0.772 -0.37
H 0.874 -1.794 3.994 0.36
H 2.180 -2.577 3.306 0.41
H 0.765 -1.804 2.300 0.19
H 3.276 2.506 0.323 0.39
H 2.120 1.345 0.374 -0.34
C -0.651 2.703 -3.074 0.48
O -1.152 3.533 -3.797 -0.77
N -0.123 3.019 -1.960 0.14
N -0.484 1.394 -3.213 0.09
H -0.183 3.976 -1.642 0.21
H 0.037 2.221 -1.361 -0.26
H -0.853 0.786 -3.930 0.21
H -0.004 0.880 -2.488 0.31
C -2.195 -2.022 -2.795 0.44
O -2.726 -2.696 -3.602 -0.73
N -0.880 -2.007 -2.660 0.19
N -2.826 -1.024 -2.225 -0.12
H -0.642 -1.711 -1.724 -0.53
H -0.218 -2.505 -3.236 0.22
H -2.315 -0.424 -1.594 0.23
H -3.590 -0.595 -2.727 0.23
C 2.218 -3.373 -0.960 0.41
O 3.189 -4.110 -1.211 -0.81
N 1.300 -3.526 -0.110 0.03
N 1.970 -2.269 -1.558 0.13
H 1.130 -4.414 0.339 0.21
H 0.677 -2.737 -0.013 0.11
H 2.415 -2.095 -2.448 0.17
H 1.339 -1.562 -1.208 -0.22
C -2.822 3.502 0.586 0.42
O -3.360 4.585 0.758 -0.77
N -3.238 2.652 -0.362 -0.10
N -1.879 3.087 1.414 -0.09
H -2.809 1.740 -0.302 -0.19
H -4.003 2.790 -1.007 0.18
H -1.572 3.615 2.220 0.14
H -1.440 2.195 1.237 0.30
C -2.606 -3.664 1.686 0.35
O -3.264 -4.417 2.364 -0.74
N -3.025 -3.105 0.552 -0.17
N -1.383 -3.264 1.906 -0.01
H -2.411 -2.403 0.166 0.07
H -3.854 -3.476 0.110 0.22
H -1.074 -2.434 1.420 -0.35
H -0.976 -3.615 2.761 0.18
C 3.695 2.550 -2.564 0.44
O 4.812 2.544 -3.075 -0.76
N 2.857 1.535 -2.576 -0.18
N 3.159 3.525 -1.975 -0.25
H 3.061 0.894 -3.330 0.20
H 1.947 1.554 -2.139 -0.09
H 2.177 3.460 -1.746 0.23
H 3.719 4.363 -1.917 0.20
C -4.091 -0.522 2.375 0.31
O -4.762 -1.334 3.027 -0.73
N -4.597 0.160 1.350 -0.21
N -2.775 -0.459 2.553 -0.27
H -4.045 0.728 0.723 0.25
H -5.594 0.075 1.215 0.19
H -2.270 0.019 1.821 0.24
H -2.258 -1.200 3.007 0.31